This record from the OMol25 dataset describes a 6-piece molecular cluster, C36H86O20P2 overall in a non-equilibrium geometry. The level of theory is ωB97M-V/def2-TZVPD.

```
144
Properties=species:S:1:pos:R:3:forces:R:3:lowdin_charge:R:1
C -13.324909 -7.954797 -3.400211 0.891 0.710 0.512 -0.091
O -12.254387 -6.999214 -3.282070 -0.178 -0.574 0.663 -0.200
C -11.804603 -6.668458 -1.946376 -0.833 0.628 -1.839 -0.180
C -11.162812 -5.308111 -2.077112 1.211 -0.881 -0.406 -0.200
O -10.238385 -5.296762 -1.043346 0.505 1.069 2.714 -0.171
C -8.873991 -5.605545 -1.263419 -0.888 0.387 -0.524 -0.186
C -8.077204 -5.401160 0.032706 -0.396 0.674 -1.997 -0.179
O -8.087202 -4.022572 0.431512 0.238 -1.265 0.368 -0.163
C -8.800000 -3.836899 1.636211 -0.257 -0.361 0.349 -0.116
H -14.178955 -7.566835 -2.845075 -0.294 -0.201 -0.094 0.081
H -13.023871 -8.922046 -2.997817 -0.044 -0.135 0.077 0.081
H -13.546894 -8.066804 -4.461471 -0.030 0.137 0.126 0.084
H -11.057822 -7.329376 -1.506375 -0.258 -0.528 -0.299 0.124
H -12.616990 -6.465640 -1.248514 -0.404 -0.823 0.067 0.125
H -11.929964 -4.540754 -1.973473 0.398 0.320 0.074 0.132
H -10.574774 -5.185173 -2.986625 -0.563 -0.031 -0.622 0.126
H -8.592724 -5.005581 -2.128893 0.769 0.433 0.190 0.124
H -8.724827 -6.629248 -1.606791 -0.132 -0.537 0.161 0.120
H -7.067287 -5.704225 -0.243578 0.295 0.105 0.349 0.120
H -8.483211 -6.118249 0.746174 0.034 0.365 0.423 0.121
H -8.337892 -3.081023 2.271198 -0.058 0.349 -0.416 0.085
H -8.781972 -4.742594 2.242427 0.044 -0.186 0.055 0.076
H -9.851108 -3.640212 1.425111 -0.048 0.346 0.070 0.087
C -0.032589 1.852331 6.447540 -0.784 -0.093 -0.319 -0.131
O 1.136979 2.228256 5.758483 -0.903 -1.043 -1.520 -0.172
C 1.231049 1.504770 4.463420 0.846 0.755 1.424 -0.170
C 2.137691 0.351488 4.599269 2.410 -1.310 -0.436 -0.232
O 1.649229 -0.809694 5.253039 -0.772 0.077 1.152 -0.142
C 2.377974 -2.045574 5.188630 -0.857 0.318 -0.553 -0.182
C 2.015427 -3.045912 6.324240 -0.641 0.433 -1.811 -0.137
O 0.592708 -3.399416 6.426748 1.111 1.581 1.220 -0.184
C -0.190734 -3.545658 5.267278 0.520 -1.414 -0.500 -0.131
H -0.056982 0.788628 6.684247 0.262 -0.079 0.342 0.083
H -0.890254 2.012594 5.794216 -0.306 0.130 -0.075 0.078
H -0.201888 2.475255 7.325835 0.433 -0.089 0.061 0.085
H 1.709758 2.266514 3.848054 0.059 -0.359 -0.334 0.129
H 0.421346 1.039000 3.901703 -1.434 0.979 0.744 0.132
H 3.060032 0.699802 5.064099 0.249 -0.143 0.279 0.130
H 2.397616 0.074427 3.577615 0.192 -0.108 -0.413 0.128
H 3.457436 -1.905068 5.132723 0.216 0.214 0.464 0.123
H 2.126970 -2.486074 4.223714 -0.104 -0.296 -0.179 0.111
H 2.487626 -2.693578 7.241291 -1.092 0.115 0.452 0.119
H 2.575267 -3.950786 6.087893 0.006 -0.296 -0.255 0.113
H -1.085553 -4.106835 5.536499 0.116 -0.090 0.377 0.084
H 0.385979 -4.193085 4.606714 -0.184 -0.088 -0.595 0.083
H -0.580447 -2.711407 4.683977 0.663 0.813 0.442 0.084
C -1.789089 11.614595 -2.789562 -0.180 -0.239 -1.697 -0.072
O -0.920616 10.440766 -2.987431 -1.588 2.459 0.502 -0.151
C -1.025297 9.606792 -1.886264 0.941 -1.201 1.032 -0.273
C -2.287656 8.841534 -1.603936 -1.388 0.625 -1.131 -0.166
O -3.427977 9.669475 -1.172230 0.429 -0.785 0.898 -0.168
C -3.482131 10.114365 0.232478 1.072 -2.568 -0.269 -0.128
C -3.871169 8.950733 1.226167 -0.749 0.040 -1.911 -0.197
O -2.924606 7.900813 1.343493 0.335 0.743 0.639 -0.185
C -1.998002 8.151337 2.383083 1.613 -1.052 -0.601 -0.121
H -2.799603 11.310880 -3.062916 -0.079 0.097 0.248 0.083
H -1.511596 12.411935 -3.478999 0.394 -0.383 -0.386 0.078
H -1.830383 12.155299 -1.844029 0.506 -0.896 0.676 0.086
H -0.734981 10.131448 -0.976012 0.479 0.117 0.164 0.117
H -0.329034 8.809653 -2.146823 0.482 -0.068 0.536 0.130
H -2.126237 7.895783 -1.086663 0.106 0.528 1.073 0.118
H -2.522096 8.420788 -2.581750 -0.901 0.383 -0.325 0.124
H -4.255522 10.881856 0.263089 0.487 0.208 0.087 0.125
H -2.457918 10.346948 0.524000 -0.095 1.089 0.029 0.103
H -4.718264 8.498072 0.710789 -0.290 -0.196 0.297 0.120
H -4.194533 9.291437 2.209772 0.092 0.329 0.044 0.118
H -2.421872 8.227985 3.384374 -0.152 0.372 -0.154 0.093
H -1.204698 8.857437 2.137723 -0.785 1.529 0.053 0.082
H -1.249329 7.359211 2.392730 -0.724 -1.139 0.194 0.083
C 5.703088 -4.374395 -5.792964 0.477 -1.844 0.111 -0.081
O 5.760791 -5.765107 -5.307474 -1.177 0.914 -0.053 -0.203
C 4.408385 -6.131743 -4.891283 1.189 -0.039 -0.884 -0.193
C 4.298275 -7.632431 -4.626422 -0.239 0.926 0.066 -0.193
O 2.910758 -7.888090 -4.513606 -0.689 0.509 0.993 -0.148
C 2.668068 -9.045846 -3.741120 -1.611 -0.832 -1.261 -0.176
C 1.163254 -9.501408 -3.681070 0.194 0.951 -1.492 -0.150
O 0.675283 -10.010426 -4.965771 1.476 0.318 2.003 -0.191
C -0.497009 -10.744884 -4.767396 0.178 -0.793 -1.049 -0.148
H 5.181319 -4.412937 -6.749198 -0.555 0.454 0.197 0.082
H 6.703892 -4.024992 -6.046765 0.137 -0.230 0.436 0.080
H 5.263913 -3.759198 -5.007625 -0.189 0.245 -0.338 0.083
H 3.683752 -5.868133 -5.661696 -0.017 0.112 -0.193 0.120
H 4.164415 -5.569806 -3.989729 -0.141 -0.049 0.166 0.122
H 4.831692 -7.770244 -3.685909 0.039 -0.674 0.106 0.124
H 4.668987 -8.279790 -5.421153 0.553 0.219 -0.043 0.134
H 3.035475 -8.960015 -2.718505 0.217 0.020 0.036 0.123
H 3.156867 -9.821801 -4.330237 0.319 -0.714 0.644 0.125
H 0.451167 -8.702860 -3.472828 0.351 0.482 0.537 0.120
H 1.043402 -10.254862 -2.902579 0.237 -0.237 -0.029 0.111
H -1.381726 -10.126906 -4.614151 -0.135 0.129 -0.285 0.087
H -0.479698 -11.483849 -3.966317 0.435 0.098 0.465 0.080
H -0.484868 -11.345063 -5.677198 -1.061 0.048 -0.123 0.092
C -2.235752 1.180376 -0.529828 0.816 0.067 -1.211 -0.052
C -1.210774 0.851359 -1.690001 0.436 1.105 0.190 -0.204
O 0.158405 0.496172 -1.239358 0.490 -1.248 -0.140 -0.227
P 1.241417 -0.594157 -1.839875 -1.567 0.786 -1.291 0.490
O 2.150271 -1.186077 -0.854740 -0.230 0.744 -0.262 -0.224
O 0.274891 -1.644251 -2.566159 0.502 0.458 0.153 -0.195
C 0.356233 -3.007873 -2.187633 -0.259 -1.757 0.244 -0.277
C -0.668379 -3.385695 -1.077437 0.389 0.401 -1.375 -0.048
O 1.928007 0.103164 -3.186778 -0.164 -1.481 2.327 -0.188
C 2.091636 1.512923 -3.090161 -0.605 0.864 -0.337 -0.308
C 2.825098 2.059144 -4.310885 -0.596 -0.720 0.336 -0.060
H -1.879332 1.916566 0.190648 0.657 -0.591 0.275 0.071
H -3.037981 1.781788 -0.957432 -0.235 -0.383 -0.571 0.068
H -2.685216 0.294627 -0.080922 0.298 0.109 0.151 0.068
H -1.619022 0.192777 -2.456623 0.156 -0.716 0.546 0.111
H -1.002080 1.749198 -2.271761 -0.342 0.394 0.239 0.095
H 0.161048 -3.604600 -3.078660 -0.229 0.233 -0.178 0.113
H 1.368271 -3.308682 -1.916712 0.055 0.493 0.319 0.104
H -0.317876 -4.234233 -0.489885 0.115 0.396 0.299 0.075
H -0.864196 -2.458546 -0.538791 -0.009 -0.400 0.574 0.071
H -1.588517 -3.715155 -1.560027 -0.162 0.183 0.089 0.067
H 1.040569 1.797580 -3.138489 0.192 1.172 0.037 0.093
H 2.490614 1.889905 -2.148461 0.273 -0.482 0.175 0.121
H 3.014974 3.125308 -4.187048 -0.346 0.008 -0.228 0.079
H 3.780568 1.586685 -4.538846 -0.075 -0.211 0.291 0.077
H 2.109151 1.804142 -5.092223 0.453 0.570 -0.627 0.079
C 5.068407 7.340410 2.361878 -0.182 -0.191 -0.983 -0.066
C 6.405183 6.689323 2.143964 0.515 0.138 1.297 -0.305
O 6.214930 5.297001 2.021438 1.237 -2.938 0.735 -0.201
P 7.317264 4.283833 2.757694 -0.251 -0.045 0.057 0.541
O 8.756015 4.526049 2.454190 -1.404 0.103 -0.018 -0.251
O 7.056122 4.385088 4.385619 -0.467 -0.359 -2.808 -0.190
C 7.999920 5.093533 5.177370 -0.825 0.678 1.728 -0.314
C 9.186492 4.266125 5.551639 0.605 -0.693 -1.021 -0.079
O 6.765565 2.825557 2.310942 0.694 1.730 0.491 -0.209
C 7.713389 1.977259 1.515686 -0.644 1.611 0.850 -0.214
C 7.781753 2.516917 0.104459 -0.518 -0.510 0.079 -0.080
H 4.697179 7.199162 3.376935 0.140 0.320 -0.046 0.083
H 5.141370 8.372397 2.018711 -0.253 0.172 0.513 0.079
H 4.370299 6.837388 1.692757 -0.196 0.085 -0.052 0.079
H 6.965189 7.056027 1.283723 -0.122 0.075 0.007 0.127
H 6.988494 6.812632 3.056464 0.426 0.619 -0.161 0.094
H 8.179592 6.104706 4.812203 0.503 -0.231 -0.510 0.109
H 7.434844 5.284985 6.089577 -0.144 -0.025 0.172 0.116
H 9.825618 4.162942 4.674726 0.391 0.263 0.175 0.065
H 9.734152 4.627254 6.422133 -0.078 0.140 -0.150 0.082
H 8.863767 3.239478 5.724723 -0.228 0.044 0.409 0.085
H 8.711243 2.204994 1.890558 -0.030 -0.741 0.509 0.099
H 7.317431 0.999327 1.789488 0.428 -0.116 -0.755 0.123
H 8.260797 3.490548 0.207685 0.310 -0.166 -0.404 0.066
H 8.359178 1.793333 -0.470957 0.215 0.343 -0.280 0.082
H 6.824050 2.688236 -0.387022 -0.139 -0.314 0.165 0.080
```
Forces are in eV/Å.

Its net charge is 0. As for the highest occupied orbital energy: -9.237 eV. As for the maximum force: 3.272 eV Å⁻¹. The SMILES is CCOP(=O)(OCC)OCC.CCOP(=O)(OCC)OCC.COCCOCCOC.COCCOCCOC.COCCOCCOC.COCCOCCOC. The value obtained for the relative energy (zero: lowest compared OMol25 entry of this formula, charge and spin) is 483.02 kJ/mol. The multiplicity is 1.